Record 1
Entry from the OMol25 dataset: a molecular structure, C18H36N2O4V at a distorted geometry (wB97M-V/def2-TZVPD).

Each line ends with the Mulliken charge.
Geometry (Å):
O -0.88400 0.40146 -1.44459  -0.5624
V -0.63082 0.20664 0.11481  1.4467
O -1.99881 0.14752 0.99488  -0.6854
C 1.16636 -4.14625 0.03667  -1.8877
C -0.15801 -3.38334 -0.20021  2.0633
C -1.33761 -4.37007 -0.57197  -1.3424
C -1.88725 -5.19953 0.62131  -0.7730
C -2.21661 -4.25373 1.79833  -1.2357
C -1.11511 -3.21150 2.26447  1.2284
N -0.56061 -2.57564 1.02986  1.0206
O 0.46432 -1.53093 1.25999  -0.7752
C -0.17174 -3.96992 3.21172  -1.6062
C -1.94273 -2.09414 3.03032  -1.8383
C -0.07201 -2.53343 -1.45508  -2.4169
H 1.69239 -4.40765 -0.88151  0.4416
H 1.06110 -5.08517 0.58021  0.2749
H 1.74771 -3.40033 0.57866  0.4175
H -0.85263 -5.12727 -1.18804  0.3786
H -2.12283 -3.80672 -1.07613  0.4478
H -1.14441 -5.94165 0.91379  0.3345
H -2.79929 -5.68616 0.27567  0.3964
H -2.65257 -4.86372 2.58951  0.4787
H -3.11039 -3.69793 1.51487  0.4143
H -0.65328 -4.71709 3.84255  0.3564
H 0.10859 -3.17922 3.90764  0.4201
H 0.65340 -4.51829 2.75725  0.2839
H -2.40309 -2.37102 3.97874  0.3577
H -2.71160 -1.66440 2.38824  0.3967
H -1.38148 -1.17468 3.19671  0.3692
H -0.18777 -3.01046 -2.42829  0.4171
H 0.76888 -1.84974 -1.57157  0.3646
H -0.92583 -1.87759 -1.62530  0.5680
C 0.76522 5.02974 0.78799  -1.5143
C -0.02784 3.89743 -0.11314  0.9082
C -0.49802 4.47192 -1.52075  -0.9694
C 0.62380 4.67967 -2.44457  -0.7536
C 1.43557 3.44139 -2.79810  -1.0143
C 1.84179 2.70320 -1.44712  1.6135
N 0.71288 2.62772 -0.37663  1.3274
O 0.87090 1.78467 0.79160  -0.7120
C 3.10543 3.33592 -0.87188  -1.7241
C 2.07852 1.31031 -2.03759  -2.2519
C -1.36235 3.62666 0.65241  -1.9314
H 1.43979 5.60005 0.14939  0.3347
H 1.33308 4.50887 1.55891  0.3661
H -0.06678 5.68274 1.05155  0.4651
H -1.00511 5.43205 -1.42525  0.4050
H -1.31396 3.87118 -1.92254  0.4634
H 1.23321 5.50368 -2.07347  0.3154
H 0.17067 4.96555 -3.39380  0.3733
H 2.34852 3.86879 -3.21277  0.2649
H 0.93906 2.95025 -3.63497  0.4936
H 3.44924 2.73496 -0.03000  0.3586
H 3.06270 4.41302 -0.71026  0.2966
H 3.95229 3.16016 -1.53524  0.4974
H 2.88247 1.14611 -2.75509  0.4793
H 1.23238 0.78799 -2.48405  0.4033
H 2.27613 0.69837 -1.15749  0.4760
H -1.89031 2.82865 0.13037  0.4260
H -2.01322 4.50060 0.67879  0.4995
H -1.31826 3.33036 1.70044  0.3504

Values from the calculation:
- Charge: 0
- Max |F|: 5.13 eV/A
- Multiplicity: 2
- E_HOMO (spin up / spin down): -6.96 / -6.98 eV

Record 2
Entry from the OMol25 dataset: 2 unconnected molecules or ions with the total composition C18H36N3O6Si at a distorted geometry (wB97M-V/def2-TZVPD).

Each line ends with the Mulliken charge.
Geometry (Å):
C 0.59999 0.22150 4.66286  -1.0762
C -0.52526 -0.26983 5.58164  -0.4161
C -1.48539 -1.16033 4.85460  0.6298
O -1.20179 -2.10666 4.18677  -0.5786
O -2.78903 -0.75578 4.95821  -0.4374
C -3.77980 -1.79349 5.00553  -0.3519
C -4.76267 -1.68743 3.81494  -0.7676
N -4.52323 -0.53787 2.96322  -0.0852
C -3.43694 -0.34833 2.24338  0.3485
N -3.26534 0.89457 1.68044  -0.3877
C -2.46344 0.99007 0.44807  -1.2629
C -1.33134 -0.05562 0.32103  0.8383
C -0.02109 0.58467 -0.13549  -1.1867
C 1.08644 -0.43161 -0.46151  -0.4782
O 1.34953 -0.39716 -1.85200  -0.2575
Si 1.83909 -1.79085 -2.63901  0.4722
C 2.58876 -1.31100 -4.26101  -1.0555
C 3.11332 -2.70577 -1.62494  -1.0794
C 0.36410 -2.93062 -2.86744  -1.0666
C -1.19819 -0.77980 1.64696  -0.5727
N -2.53220 -1.30650 2.02466  -0.2819
H 1.02440 -0.61291 4.10140  0.3025
H 1.39754 0.67585 5.24980  0.4341
H 0.22907 0.96063 3.94835  0.2392
H -0.10762 -0.86952 6.39660  0.3054
H -1.07505 0.56563 6.01433  0.2825
H -4.30085 -1.70724 5.95867  0.5259
H -3.28944 -2.76460 4.96446  0.3242
H -5.79087 -1.62109 4.16543  0.3806
H -4.69946 -2.59742 3.21105  0.3260
H -5.21581 0.19461 2.90457  0.3081
H -3.04565 1.57764 2.39570  0.3285
H -2.07370 2.00753 0.40052  0.5113
H -3.15134 0.88120 -0.39277  0.2837
H -1.63617 -0.78578 -0.43721  0.3679
H -0.20445 1.13687 -1.06086  0.4896
H 0.31212 1.30680 0.62009  0.4007
H 0.76467 -1.44278 -0.16915  0.2883
H 2.00395 -0.19911 0.08885  0.1665
H 1.94707 -0.68833 -4.88580  0.2573
H 3.53210 -0.78843 -4.08236  0.2504
H 2.82251 -2.23825 -4.79492  0.3789
H 3.98356 -2.07933 -1.40918  0.3004
H 2.70570 -3.06869 -0.67614  0.3351
H 3.45123 -3.57691 -2.19486  0.3719
H -0.58172 -2.38526 -2.94389  0.3017
H 0.49074 -3.49674 -3.79505  0.3872
H 0.27418 -3.64669 -2.04514  0.3083
H -0.50724 -1.61926 1.61088  0.6222
H -0.87304 -0.08260 2.43237  -0.2477
H -2.46408 -1.98676 2.78500  0.5169
C 2.18692 5.01373 -3.86813  -1.4381
C 2.70236 3.99857 -4.85366  0.4718
C 2.19109 2.58043 -4.66511  -0.2999
O 3.28689 1.79349 -5.13305  -0.2718
C 4.42425 2.52213 -4.99236  0.6092
O 5.52201 2.08717 -5.10770  -0.5297
O 4.11905 3.80529 -4.69140  -0.3578
H 2.53807 6.01358 -4.11646  0.3658
H 1.09584 5.02014 -3.87882  0.3574
H 2.53289 4.76870 -2.86335  0.3475
H 2.53529 4.32976 -5.88223  0.2795
H 1.30358 2.34858 -5.24854  0.3293
H 2.01390 2.34720 -3.61081  0.1426

Values from the calculation:
- Charge: +1
- Max |F|: 1.22 eV/A
- E_HOMO: -12.04 eV

Record 3
Entry from the OMol25 dataset: a molecular structure, C18H36NO3PdSi2 (wB97M-V/def2-TZVPD).

Each line ends with the Mulliken charge.
Geometry (Å):
Pd -0.38250 -0.23510 0.30922  -0.4673
C 1.95583 -1.21635 -2.32359  -0.9203
O 1.31717 -0.16920 -1.60358  0.1632
C 2.17919 0.91606 -1.28494  -0.7585
C 3.04602 0.59798 -0.08887  -0.5392
O 2.16934 0.28088 0.97855  -0.1162
C 2.66693 -0.65891 1.91034  -0.5466
C 1.47319 -1.22827 2.63403  -0.6829
O 0.48429 -1.73581 1.72822  0.0663
C 0.86571 -2.95504 1.08765  -0.7666
H 2.44820 -0.81908 -3.21431  0.3062
H 1.18102 -1.91810 -2.62318  0.2319
H 2.69456 -1.74106 -1.71062  0.3174
H 1.52759 1.76163 -1.05750  0.1956
H 2.79958 1.17991 -2.14740  0.4433
H 3.68614 1.44707 0.16789  0.3339
H 3.69308 -0.25950 -0.30253  0.4270
H 3.34322 -0.19098 2.63389  0.3580
H 3.22786 -1.44207 1.38793  0.4622
H 0.97651 -0.45756 3.21925  0.1978
H 1.78440 -2.02856 3.31118  0.3480
H 1.16592 -3.69113 1.83542  0.3306
H 1.68014 -2.79186 0.37821  0.2287
H -0.00604 -3.32197 0.55062  0.1454
C -2.29302 -2.73878 -1.47558  -0.8391
Si -3.30059 -2.00728 -0.08061  0.3797
C -5.09699 -1.98564 -0.59485  -1.2226
C -3.11927 -3.01765 1.47396  -1.0067
C -2.65521 -0.26596 0.18390  1.6119
C -2.64610 0.63412 -0.98910  -0.3349
C -3.72429 1.00201 -1.78531  -0.7530
C -3.49603 1.84274 -2.86319  -0.6237
C -2.20700 2.28078 -3.13172  -0.9865
C -1.18479 1.87105 -2.29531  -0.3587
N -1.40041 1.08535 -1.24277  0.4655
Si -2.64590 0.74794 1.79875  0.5003
C -2.16540 -0.20135 3.33220  -0.8496
C -1.63739 2.31737 1.69203  -1.0541
C -4.44668 1.24785 1.94972  -1.1669
H -2.52962 -3.79700 -1.60729  0.4566
H -1.21382 -2.65828 -1.31147  -0.0545
H -2.51645 -2.22727 -2.41459  0.3415
H -5.49036 -3.00541 -0.58704  0.3610
H -5.23918 -1.59513 -1.60296  0.3271
H -5.70687 -1.39500 0.09182  0.3457
H -3.28808 -4.07055 1.23362  0.4410
H -3.86074 -2.73763 2.22402  0.3542
H -2.13214 -2.92753 1.92965  0.1315
H -4.71787 0.64473 -1.55597  0.5634
H -4.32044 2.14865 -3.49377  0.4869
H -1.99342 2.92786 -3.96996  0.4442
H -0.16085 2.17889 -2.46458  0.3549
H -1.09174 -0.18124 3.51384  0.0480
H -2.48390 -1.24072 3.32794  0.2845
H -2.64142 0.29023 4.18501  0.5101
H -0.55373 2.18855 1.62071  0.3014
H -1.83440 2.85490 2.62536  0.4276
H -1.95139 2.95421 0.86428  0.3143
H -5.09151 0.37917 2.09343  0.3015
H -4.79011 1.78627 1.06482  0.3222
H -4.56864 1.90508 2.81465  0.4173

Values from the calculation:
- Charge: +1
- Max |F|: 0.61 eV/A
- Energy relative to the best compared isomer or geometry (same formula, charge and spin): 0.0 kcal/mol
- Multiplicity: 3
- E_HOMO (spin up / spin down): -10.45 / -11.70 eV